A molecular structure, C27H28Br2CdN3O, computed with wB97M-V/def2-TZVPD.

Atoms and positions in Å:
1 Cd 0.129 -0.121 0.013
2 C -6.196 0.950 3.208
3 C -5.519 -0.430 3.213
4 C -5.123 -0.806 4.648
5 C -6.507 -1.468 2.684
6 C -4.259 -0.361 2.359
7 C -4.049 -1.155 1.239
8 C -2.877 -1.021 0.524
9 N -1.919 -0.152 0.853
10 C -2.092 0.629 1.937
11 C -3.245 0.539 2.688
12 C -0.988 1.586 2.299
13 C -1.074 2.429 3.388
14 C -0.024 3.291 3.711
15 C 1.091 3.258 2.884
16 C 1.111 2.393 1.806
17 N 0.100 1.580 1.517
18 C -0.144 4.207 4.923
19 C -1.367 5.119 4.737
20 C -0.331 3.343 6.179
21 C 1.099 5.077 5.101
22 H -7.108 0.909 3.804
23 H -6.464 1.254 2.195
24 H -5.553 1.721 3.638
25 H -6.020 -0.874 5.266
26 H -4.465 -0.062 5.101
27 H -4.616 -1.773 4.677
28 H -7.391 -1.475 3.322
29 H -6.086 -2.475 2.695
30 H -6.837 -1.236 1.669
31 H -4.779 -1.881 0.914
32 H -2.695 -1.635 -0.349
33 H -3.370 1.174 3.550
34 H -1.959 2.427 4.004
35 H 1.949 3.890 3.065
36 H 1.971 2.343 1.148
37 H -2.295 4.550 4.664
38 H -1.269 5.730 3.837
39 H -1.456 5.789 5.594
40 H -1.239 2.740 6.130
41 H -0.409 3.988 7.056
42 H 0.517 2.671 6.325
43 H 1.268 5.727 4.240
44 H 1.996 4.476 5.269
45 H 0.963 5.715 5.974
46 Br 2.824 -3.434 2.809
47 C 3.404 -2.320 1.410
48 C 4.772 -2.282 1.099
49 C 5.240 -1.491 0.093
50 Br 7.092 -1.483 -0.283
51 C 4.348 -0.689 -0.653
52 C 4.745 0.166 -1.704
53 C 3.826 0.921 -2.373
54 C 2.483 0.834 -1.997
55 N 2.070 0.050 -1.023
56 C 2.970 -0.730 -0.328
57 C 2.457 -1.574 0.731
58 O 1.186 -1.632 1.007
59 H 5.458 -2.894 1.668
60 H 5.793 0.214 -1.971
61 H 4.116 1.580 -3.179
62 H 1.728 1.417 -2.510

Calculated values
Lowest unoccupied orbital energy, eV: -3.309
Net charge: +1
DFT total energy, eV: -179617.4718
Orbital gap, eV: 6.7
HOMO level, eV: -9.984
Molecular weight, Da: 682.8

=====

A molecular structure, C27H28BrN3O6W in a non-equilibrium geometry, computed with wB97M-V/def2-TZVPD.

Atoms and positions in Å:
1 W -0.320 -0.267 -0.164
2 O -3.729 -0.604 1.661
3 C -3.875 -0.732 0.313
4 C -4.626 -1.810 -0.133
5 C -4.768 -2.034 -1.492
6 C -4.174 -1.183 -2.418
7 C -3.460 -0.089 -1.970
8 C -3.275 0.147 -0.602
9 C -2.542 1.358 -0.067
10 O -1.549 0.846 0.863
11 N -1.838 2.056 -1.105
12 N -0.721 1.392 -1.462
13 C 0.102 2.048 -2.342
14 C 1.333 1.627 -2.608
15 Br 0.160 -1.534 -2.224
16 C 2.563 1.289 -2.861
17 C 3.031 0.412 -3.939
18 C 2.162 -0.060 -4.926
19 C 2.634 -0.893 -5.921
20 C 3.977 -1.259 -5.940
21 C 4.846 -0.786 -4.970
22 C 4.377 0.053 -3.971
23 H -3.127 0.122 1.871
24 H -5.125 -2.436 0.597
25 H -5.361 -2.873 -1.833
26 H -4.296 -1.354 -3.477
27 H -3.043 0.604 -2.689
28 H -3.217 2.042 0.452
29 H -1.754 3.065 -1.050
30 H -0.299 2.964 -2.769
31 H 3.308 1.701 -2.181
32 H 1.121 0.242 -4.919
33 H 1.966 -1.251 -6.693
34 H 4.345 -1.909 -6.723
35 H 5.892 -1.062 -4.996
36 H 5.054 0.435 -3.218
37 O -2.105 -3.439 1.778
38 C -1.346 -2.437 1.481
39 O -1.283 -2.026 0.269
40 C -0.487 -1.819 2.430
41 C -0.560 -1.842 3.784
42 C 0.196 -0.941 4.584
43 C 0.847 0.076 3.947
44 C 0.897 0.168 2.538
45 N 0.479 -0.978 1.739
46 C 1.287 1.183 1.705
47 O 1.827 2.344 1.988
48 O 1.124 0.994 0.405
49 H -2.682 -3.658 1.023
50 H -1.274 -2.511 4.249
51 H 0.144 -0.989 5.660
52 H 1.287 0.869 4.542
53 H 1.971 2.479 2.935
54 C 4.015 -2.351 0.831
55 C 2.983 -1.841 1.837
56 C 2.922 -2.750 3.061
57 C 1.643 -1.778 1.111
58 H 5.001 -2.396 1.290
59 H 4.082 -1.706 -0.047
60 H 3.763 -3.359 0.494
61 H 3.268 -0.829 2.139
62 H 2.594 -3.752 2.773
63 H 2.250 -2.377 3.834
64 H 3.910 -2.848 3.509
65 H 1.841 -1.337 0.120
66 H 1.255 -2.784 0.933

Calculated values
Lowest unoccupied orbital energy (alpha / beta), eV: -8.096 / -8.174
Net charge: +2
Expectation value of S²: 2.022
Energy relative to the best compared isomer or geometry (same formula, charge and spin), kJ/mol: 240.1
DFT total energy, eV: -117060.6416
Orbital gap (alpha / beta), eV: 5.6 / 5.5
HOMO level (alpha / beta), eV: -13.702 / -13.640
2S+1: 3
Molecular weight, Da: 754.3

=====

A molecular structure, C27H28EuI2N7O4S2 in a non-equilibrium geometry, computed with wB97M-V/def2-TZVPD.

Atoms and positions in Å:
1 Eu 0.456 -0.538 -0.411
2 I -6.076 -3.348 1.848
3 C -4.516 -2.209 0.985
4 C -3.907 -2.647 -0.181
5 C -2.898 -1.873 -0.717
6 I -1.584 -2.478 -2.366
7 C -2.483 -0.660 -0.148
8 O -1.573 0.089 -0.717
9 C -3.072 -0.287 1.079
10 C -2.400 0.858 1.785
11 N -1.028 0.442 2.132
12 C -0.992 -0.552 3.190
13 C -0.725 -1.964 2.712
14 C -0.668 -2.984 3.660
15 C -0.391 -4.273 3.254
16 C -0.174 -4.511 1.904
17 C -0.250 -3.444 1.034
18 N -0.524 -2.191 1.418
19 C -4.085 -1.053 1.628
20 H -4.199 -3.579 -0.655
21 H -2.315 1.713 1.114
22 H -2.973 1.156 2.674
23 H -0.493 1.255 2.407
24 H -0.202 -0.297 3.900
25 H -1.934 -0.568 3.755
26 H -0.835 -2.751 4.705
27 H -0.340 -5.081 3.974
28 H 0.050 -5.503 1.533
29 H -0.071 -3.599 -0.020
30 H -4.528 -0.756 2.573
31 N 2.486 3.370 1.327
32 C 2.858 2.567 2.394
33 C 3.612 2.806 3.528
34 C 3.799 1.740 4.417
35 C 3.253 0.488 4.160
36 C 2.494 0.243 3.015
37 C 2.292 1.297 2.123
38 N 1.580 1.339 0.948
39 C 1.706 2.603 0.465
40 C 1.145 3.025 -0.739
41 C 1.241 4.260 -1.397
42 S 0.384 4.179 -2.893
43 C -0.049 2.546 -2.547
44 N 0.398 2.077 -1.434
45 H 2.700 4.341 1.210
46 H 4.044 3.781 3.720
47 H 4.388 1.889 5.314
48 H 3.427 -0.315 4.868
49 H 2.096 -0.741 2.788
50 H 1.750 5.157 -1.087
51 H -0.623 1.954 -3.246
52 C 3.444 0.622 -2.033
53 O 2.459 0.444 -3.046
54 C 1.324 -0.260 -2.695
55 O 0.517 -0.403 -3.592
56 H 4.355 0.091 -2.318
57 H 3.115 0.245 -1.065
58 H 3.657 1.686 -1.940
59 N -5.204 2.893 0.059
60 C -4.100 2.741 -0.716
61 N -4.074 1.632 -1.480
62 S -2.862 3.858 -0.706
63 H -6.003 2.290 -0.040
64 H -5.328 3.781 0.506
65 H -4.721 0.884 -1.285
66 H -3.165 1.328 -1.806
67 C 3.287 -2.203 0.473
68 O 1.972 -1.833 0.245
69 H 3.361 -3.069 1.151
70 H 3.869 -1.394 0.935
71 H 3.805 -2.482 -0.456

Calculated values
Lowest unoccupied orbital energy (alpha / beta), eV: 1.887 / 1.886
Net charge: -1
Expectation value of S²: 15.791
Energy relative to the best compared isomer or geometry (same formula, charge and spin), kJ/mol: 92.4
DFT total energy, eV: -104278.4703
Orbital gap (alpha / beta), eV: 3.5 / 6.3
HOMO level (alpha / beta), eV: -1.643 / -4.383
2S+1: 8
Molecular weight, Da: 984.5